Entry 1:
ORCA calculation (wB97M-V/def2-TZVPD) on a structure of composition C19H18NOOsS at a distorted geometry.

```
41
Properties=species:S:1:pos:R:3:forces:R:3
C -1.906 1.276 1.210 -0.285 0.382 0.853
C -1.910 -0.044 1.793 -0.550 0.186 0.256
C -0.595 -0.315 2.290 0.152 0.245 0.461
H -2.739 -0.738 1.761 0.027 0.118 0.280
C 0.215 0.833 2.042 -0.788 0.738 0.527
C -0.586 1.813 1.358 0.324 -0.010 0.828
H -0.247 2.757 0.972 0.045 0.161 0.144
H -2.717 1.723 0.660 -0.046 0.149 0.214
H -0.272 -1.228 2.753 -0.002 -0.075 0.160
H 1.247 0.955 2.325 0.148 -0.081 -0.262
C -0.116 -1.436 -1.434 -0.087 -0.514 0.326
C -1.493 -1.500 -1.086 0.329 -0.357 0.427
C -2.156 -0.326 -1.767 -2.460 -0.077 -1.029
H -2.013 -2.339 -0.637 0.056 0.048 -0.429
C -1.028 0.652 -1.872 0.462 0.415 0.237
C 0.162 -0.116 -1.925 0.329 0.703 -0.064
H 1.150 0.270 -2.171 -0.287 -0.167 0.067
H 0.615 -2.221 -1.263 -0.159 0.198 -0.161
H -2.368 -0.626 -2.810 -0.250 -0.112 -0.011
H -1.159 1.703 -2.083 0.046 -0.163 -0.417
Os -0.607 0.032 0.139 1.736 -1.373 -1.965
O 2.903 -0.330 0.197 -4.131 -1.522 -1.491
C 3.230 -1.110 1.329 -0.471 -0.689 -2.185
C 4.082 0.085 1.412 4.912 1.519 3.459
H 2.478 -1.292 2.174 0.941 0.470 -1.239
H 3.711 -2.043 0.901 -0.365 0.651 1.275
H 4.071 0.641 2.367 -0.130 -0.199 -0.404
H 6.028 1.794 1.962 0.178 -0.185 -0.284
C 6.201 1.254 1.028 1.793 1.395 -0.174
C 5.231 0.315 0.613 -2.258 -0.592 1.172
C 5.398 -0.338 -0.641 0.748 0.001 -0.582
H 4.601 -0.996 -0.954 0.351 -0.054 -0.266
C 6.515 -0.056 -1.396 -0.432 -0.696 -0.219
H 6.602 -0.540 -2.362 0.176 0.061 0.059
C 7.513 0.823 -0.952 0.009 0.411 -0.700
H 8.358 1.078 -1.602 -0.330 -0.313 0.351
C 7.328 1.518 0.249 -0.753 0.231 1.288
H 8.066 2.275 0.562 -0.482 -0.525 -0.090
S -5.718 -0.935 -0.099 -0.409 -0.348 0.249
C -4.420 -0.402 -0.734 2.929 1.930 -1.538
N -3.441 0.206 -1.220 -1.013 -1.962 0.875
```
Positions in Å, forces in eV/Å.

Output
Multiplicity: 5
Expectation value of S²: 6.042
Charge: +1
Energy relative to the best compared isomer or geometry (same formula, charge and spin) in kJ/mol: 159.2
HOMO-LUMO gap (alpha / beta) in eV: 5.894 / 6.357
E_HOMO (alpha / beta) in eV: -8.474 / -11.884
LUMO level (alpha / beta) in eV: -2.6 / -5.5

Atom charges from the Löwdin analysis, given in e for atoms 1 to 2: -0.1993, -0.1915

=====

Entry 2:
ORCA calculation (wB97M-V/def2-TZVPD) on a structure of composition C2H3LaLiO2 at a distorted geometry.

```
9
Properties=species:S:1:pos:R:3:forces:R:3
O -1.686 1.693 -0.711 2.510 -1.108 1.223
C -0.898 1.035 -0.220 -2.832 1.390 -1.591
C -0.535 -0.242 0.494 0.538 0.444 1.020
O 0.594 -0.826 -0.032 2.148 -0.610 -0.712
La 2.894 0.075 -0.243 -2.271 1.114 0.187
H -1.447 -0.866 0.437 0.138 0.293 0.046
H -0.357 0.090 1.536 -0.488 -0.221 -0.212
Li 0.295 -2.497 -0.842 -0.611 -0.634 -0.068
H 1.140 1.538 -0.418 0.868 -0.669 0.106
```
Positions in Å, forces in eV/Å.

Output
Charge: +3
HOMO-LUMO gap in eV: 8.168
E_HOMO in eV: -22.376
LUMO level in eV: -14.2

Atom charges from the Löwdin analysis, given in e for atoms 1 to 2: 0.4043, 0.0131